(i)
Computed, not measured: an isolated molecule of C5H7NS, with wB97M-V/def2-TZVPD.

The lowest unoccupied orbital energy comes out at 0.0280 Eh. As for the SMILES: Cc1cc(S)c[nH]1.

The geometry in ORCA input format:
```
! RIJCOSX wB97M-V def2-TZVPD def2/J DEFGRID3
* xyz 0 1
C 1.454 1.002 1.333
C 0.476 0.127 0.386
C 0.063 0.536 -0.870
C -1.017 -0.466 -1.059
S -1.674 -1.179 -2.536
C -1.134 -1.280 0.031
N -0.200 -0.905 0.896
H 1.046 2.136 1.845
H 1.935 0.442 2.400
H 2.318 1.346 0.393
H 0.681 1.153 -1.670
H -1.427 -0.117 -3.244
H -2.001 -2.038 0.151
H -0.520 -0.757 1.943
*
```

Mulliken atomic charge list, values in e, 6 entries: C -0.8931; C 0.3322; C -0.3698; C 0.3017; S -0.2394; C -0.6666

(ii)
Computed, not measured: an isolated molecule of C5H7NS, with wB97M-V/def2-TZVPD.

The lowest unoccupied orbital energy (alpha / beta) comes out at -0.0094 / -0.0142 Eh.

The geometry in ORCA input format:
```
! RIJCOSX wB97M-V def2-TZVPD def2/J DEFGRID3
* xyz 0 1
C 2.994 1.375 -0.235
C 1.910 0.813 -0.150
C -0.084 -0.711 -0.499
C -1.563 -0.701 -0.045
C 0.775 0.159 0.371
N -0.884 1.710 0.739
S -2.041 1.056 -0.252
H 3.563 2.233 -0.419
H 0.279 -1.771 -0.487
H -0.051 -0.596 -1.616
H -2.209 -1.112 -0.778
H -1.774 -0.982 1.087
H 0.928 -0.306 1.301
H -0.621 2.598 0.433
*
```

Mulliken atomic charge list, values in e, 6 entries: C -0.2595; C -0.3615; C -0.6002; C -0.6241; C 0.0203; N -0.4539

What should be chosen as the most stable of them? Choose (i).

(i)
Computed, not measured: a cluster of 2 separate species, C11H18O in total, with wB97M-V/def2-TZVPD.

The lowest unoccupied orbital energy (alpha / beta) comes out at -0.1440 / -0.2670 Eh. As for the expectation value of S²: 0.767.

The geometry in ORCA input format:
```
! RIJCOSX wB97M-V def2-TZVPD def2/J DEFGRID3
* xyz 1 2
C 1.105 2.558 -1.651
C 1.885 3.697 -0.858
C 1.361 1.265 -1.021
C 1.904 0.236 -1.890
C 0.940 0.872 0.261
C 1.785 -1.070 -1.601
C 0.898 -0.430 0.631
C 1.238 -1.431 -0.329
O 0.816 -2.667 -0.226
H 0.050 2.811 -1.528
H 1.437 2.755 -2.660
H 1.819 4.617 -1.429
H 2.234 0.532 -2.872
H 0.657 1.599 1.010
H 1.949 -1.934 -2.235
H 0.728 -0.735 1.624
H 0.867 -3.151 0.614
H 2.926 3.375 -0.855
H 1.561 3.782 0.175
C -2.788 -1.934 1.170
C -2.542 -0.664 0.347
C -2.010 -2.001 2.468
H -3.845 -2.137 1.237
H -2.353 -2.732 0.564
H -1.454 -0.583 0.222
H -0.961 -2.015 2.193
H -2.187 -1.184 3.161
H -2.751 0.158 1.025
H -3.066 -0.686 -0.599
H -2.205 -2.901 3.051
*
```

Mulliken atomic charge list, values in e, 6 entries: C -0.5417; C -1.1527; C 0.4020; C -0.5130; C 0.0359; C -0.7192

(ii)
Computed, not measured: a cluster of 2 separate species, C11H18O in total, with wB97M-V/def2-TZVPD.

The lowest unoccupied orbital energy (alpha / beta) comes out at -0.1360 / -0.2707 Eh. As for the expectation value of S²: 0.765.

The geometry in ORCA input format:
```
! RIJCOSX wB97M-V def2-TZVPD def2/J DEFGRID3
* xyz 1 2
C 0.040 2.569 -0.741
C -0.646 1.919 0.558
C 0.650 1.475 -1.488
C 1.852 0.863 -1.017
C -0.022 0.902 -2.611
C 2.418 -0.147 -1.729
C 0.587 -0.021 -3.400
C 1.824 -0.557 -2.948
O 2.420 -1.409 -3.755
H -0.789 3.067 -1.230
H 0.769 3.291 -0.382
H 0.127 1.716 1.296
H 2.477 1.393 -0.302
H -1.017 1.262 -2.826
H 3.327 -0.592 -1.335
H 0.256 -0.248 -4.405
H 2.959 -2.067 -3.288
H -1.082 0.988 0.227
H -1.359 2.640 0.947
C -1.543 -0.982 2.432
C -2.387 -2.033 3.182
C -0.124 -1.481 2.047
H -2.098 -0.655 1.550
H -1.398 -0.094 3.050
H -3.372 -2.161 2.738
H 0.599 -0.679 1.957
H 0.150 -2.179 2.839
H -0.201 -2.119 1.164
H -1.890 -3.000 3.270
H -2.526 -1.662 4.199
*
```

Mulliken atomic charge list, values in e, 6 entries: C -0.7809; C -0.9139; C 0.4611; C -0.4676; C -0.3040; C -0.5569

(iii)
Computed, not measured: a cluster of 2 separate species, C11H18O in total, with wB97M-V/def2-TZVPD.

The lowest unoccupied orbital energy (alpha / beta) comes out at -0.1356 / -0.2760 Eh. As for the expectation value of S²: 0.766.

The geometry in ORCA input format:
```
! RIJCOSX wB97M-V def2-TZVPD def2/J DEFGRID3
* xyz 1 2
C -2.349 -1.099 1.032
C -2.358 -1.455 2.579
C -1.518 0.072 0.631
C -0.547 0.663 1.441
C -1.789 0.647 -0.611
C -0.065 1.949 1.254
C -1.227 1.902 -0.882
C -0.327 2.471 0.021
O 0.408 3.507 -0.342
H -2.218 -1.957 0.285
H -3.460 -0.890 0.823
H -3.084 -2.114 2.932
H -0.337 0.047 2.339
H -2.590 0.204 -1.338
H 0.765 2.343 1.796
H -1.188 2.500 -1.806
H 0.946 3.990 0.253
H -2.671 -0.645 3.316
H -1.562 -1.971 2.764
C 1.830 -0.697 -1.147
C 2.734 -1.869 -0.772
C 2.172 -0.080 -2.457
H 1.924 -0.196 -0.109
H 0.773 -1.035 -1.286
H 2.896 -2.437 -1.762
H 3.650 -1.665 -0.281
H 3.198 0.360 -2.523
H 1.248 0.795 -2.744
H 2.491 -2.560 -0.076
H 2.257 -0.779 -3.332
*
```

Mulliken atomic charge list, values in e, 6 entries: C -0.3454; C -1.7334; C 0.4597; C -0.4004; C -0.4538; C -0.6537

What should be chosen as the most stable of them? Choose (ii).

(i)
Computed, not measured: an isolated molecule of C3H3F2IO, with wB97M-V/def2-TZVPD.

The lowest unoccupied orbital energy comes out at 0.0132 Eh. As for the SMILES: COC(I)=C(F)F.

The geometry in ORCA input format:
```
! RIJCOSX wB97M-V def2-TZVPD def2/J DEFGRID3
* xyz 0 1
C 0.067 -0.323 0.337
O -1.129 -0.127 1.005
C -1.162 1.033 1.857
I -1.504 2.873 0.965
C -1.298 0.820 3.147
F -1.401 1.852 3.968
F -1.092 -0.319 3.774
H -0.270 -1.136 -0.349
H 0.874 -0.458 1.092
H 0.248 0.367 -0.393
*
```

Mulliken atomic charge list, values in e, 6 entries: C -0.6882; O -0.3063; C -0.1727; I 0.1257; C 0.5839; F -0.2106

(ii)
Computed, not measured: a structure of composition C3H3F2IO, with wB97M-V/def2-TZVPD.

The lowest unoccupied orbital energy comes out at 0.0172 Eh.

The geometry in ORCA input format:
```
! RIJCOSX wB97M-V def2-TZVPD def2/J DEFGRID3
* xyz 0 1
C -0.654 0.191 -0.684
C -0.474 -0.846 -1.435
C 0.654 0.181 0.793
O 0.718 0.027 2.277
F -1.244 -1.051 -2.494
F 0.532 -1.683 -1.382
I -2.011 1.635 -0.704
H 0.809 1.264 0.651
H 1.277 -0.584 0.340
H 0.394 0.867 2.639
*
```

Mulliken atomic charge list, values in e, 6 entries: C -0.3162; C 0.4754; C -0.3137; O -0.4818; F -0.2220; F -0.2039

What should be chosen as the most stable of them? Choose (i).

(i)
Computed, not measured: a cluster of 2 separate species, C8H13NO2 in total, with wB97M-V/def2-TZVPD.

The lowest unoccupied orbital energy (alpha / beta) comes out at 0.0306 / 0.0314 Eh.

The geometry in ORCA input format:
```
! RIJCOSX wB97M-V def2-TZVPD def2/J DEFGRID3
* xyz 0 1
C -0.585 2.678 -0.038
C 0.491 1.956 -0.666
C -0.806 2.134 1.216
C 0.890 1.007 0.246
C 1.926 -1.218 1.163
C -2.446 -0.867 -1.218
C -0.549 -2.036 -0.418
C 1.696 -0.155 0.040
N 0.114 1.152 1.411
O 2.453 -0.387 -1.086
O -1.729 -1.341 -0.038
H -1.173 3.456 -0.505
H 0.992 2.095 -1.606
H -1.417 2.309 2.081
H 1.515 -2.155 0.779
H 2.965 -1.349 1.368
H 1.527 -0.954 2.075
H -2.854 -1.823 -1.637
H -1.776 -0.302 -1.820
H -3.273 -0.330 -0.825
H -0.384 -2.030 -1.427
H -0.363 -2.863 0.198
H 0.335 0.514 2.213
H 2.453 0.506 -1.504
*
```

Mulliken atomic charge list, values in e, 6 entries: C -0.7965; C -0.5542; C -0.4839; C 0.7509; C -1.2857; C -0.6774

(ii)
Computed, not measured: an isolated molecule of C8H13NO2, with wB97M-V/def2-TZVPD.

The lowest unoccupied orbital energy comes out at 0.0123 Eh.

The geometry in ORCA input format:
```
! RIJCOSX wB97M-V def2-TZVPD def2/J DEFGRID3
* xyz 0 1
C -0.132 -0.199 2.610
C -0.459 -0.905 1.537
C 0.922 0.779 2.613
C 1.941 0.664 1.356
C 1.215 0.834 0.016
C 0.513 -0.422 -0.443
C -1.510 0.713 -1.246
C -0.485 -1.054 -2.632
N -0.512 -0.306 -1.337
O -1.535 -1.600 1.358
O 1.195 1.680 3.388
H -0.861 -0.365 3.485
H 2.666 1.521 1.575
H 2.453 -0.408 1.220
H 0.370 1.624 0.056
H 1.964 1.145 -0.831
H 1.116 -1.250 -0.633
H -1.309 1.629 -1.765
H -2.511 0.482 -1.872
H -1.754 1.066 -0.230
H -1.463 -1.656 -2.756
H -0.309 -0.255 -3.479
H 0.309 -1.881 -2.490
H -1.825 -1.837 0.500
*
```

Mulliken atomic charge list, values in e, 6 entries: C -0.6714; C 0.3928; C 0.5361; C -0.5408; C -0.3382; C -0.6151

What should be chosen as the most stable of them? Choose (ii).

(i)
Computed, not measured: the ion C2H8N3 with charge +1, with wB97M-V/def2-TZVPD.

The lowest unoccupied orbital energy (alpha / beta) comes out at -0.2261 / -0.2360 Eh. As for the SMILES: [H]/N=[N+](\N)CC.

The geometry in ORCA input format:
```
! RIJCOSX wB97M-V def2-TZVPD def2/J DEFGRID3
* xyz 1 1
H -0.747 2.589 -1.218
N -0.464 2.177 -0.336
N 0.217 0.698 -0.750
N 0.481 0.288 -1.936
C 0.536 -0.129 0.427
C -0.418 -0.213 1.520
H 1.228 -0.460 -1.838
H 0.710 1.005 -2.656
H 0.454 -1.214 -0.054
H 1.621 0.139 0.625
H -1.341 -0.683 1.293
H 0.103 -0.679 2.375
H -0.927 0.735 1.665
*
```

Mulliken atomic charge list, values in e, 6 entries: H 0.2577; N -0.2403; N 0.4243; N -0.4321; C -0.1607; C -1.2703

(ii)
Computed, not measured: the ion C2H8N3 with charge +1, with wB97M-V/def2-TZVPD.

The lowest unoccupied orbital energy (alpha / beta) comes out at -0.2246 / -0.2274 Eh. As for the SMILES: [H]/N=[N+](\N)CC.

The geometry in ORCA input format:
```
! RIJCOSX wB97M-V def2-TZVPD def2/J DEFGRID3
* xyz 1 1
H 0.562 -1.415 -2.648
N 1.072 -0.789 -2.026
N 0.326 -0.808 -0.630
N -0.737 -1.527 -0.487
C 0.833 0.055 0.365
C -0.070 1.295 0.494
H -1.228 -1.525 0.404
H -1.100 -2.085 -1.252
H 0.865 -0.476 1.323
H 1.839 0.354 0.066
H -0.125 1.818 -0.456
H -1.073 1.029 0.820
H 0.367 1.962 1.231
*
```

Mulliken atomic charge list, values in e, 6 entries: H 0.2437; N -0.3519; N 0.6831; N -0.4048; C -0.3790; C -1.0289

What should be chosen as the most stable of them? Choose (ii).

(i)
Computed, not measured: the ion C2H8N3 with charge +1, with wB97M-V/def2-TZVPD.

The lowest unoccupied orbital energy comes out at -0.1275 Eh.

The geometry in ORCA input format:
```
! RIJCOSX wB97M-V def2-TZVPD def2/J DEFGRID3
* xyz 1 1
C 2.062 -1.051 1.350
C -0.958 -0.037 -0.113
N 0.358 -0.002 0.281
N -0.859 0.567 -1.576
N 0.897 -1.011 0.818
H 2.645 -0.097 1.387
H 2.552 -1.927 1.747
H -1.664 0.466 0.409
H -1.225 -1.110 -0.205
H -1.244 -0.088 -2.354
H 0.183 0.821 -1.416
H -1.394 1.461 -1.663
H 0.277 -1.723 1.146
*
```

Mulliken atomic charge list, values in e, 6 entries: C -0.2926; C -0.3894; N -0.6874; N -0.3991; N 0.1634; H 0.2581

(ii)
Computed, not measured: the ion C2H8N3 with charge +1, with wB97M-V/def2-TZVPD.

The lowest unoccupied orbital energy comes out at -0.1342 Eh. As for the SMILES: CNC(N)=[NH2+].

The geometry in ORCA input format:
```
! RIJCOSX wB97M-V def2-TZVPD def2/J DEFGRID3
* xyz 1 1
C -0.305 -1.440 -1.251
N -0.453 -0.828 0.069
C 0.132 0.353 0.331
N 0.360 0.731 1.598
N 0.304 1.239 -0.661
H -0.199 -2.516 -1.140
H -1.215 -1.313 -1.823
H 0.533 -1.005 -1.779
H -1.250 -1.091 0.629
H -0.074 0.229 2.356
H 1.074 1.414 1.792
H 0.902 2.009 -0.404
H -0.268 1.337 -1.481
*
```

Mulliken atomic charge list, values in e, 6 entries: C -0.9226; N -0.2156; C 0.6955; N -0.3625; N -0.3809; H 0.2918

(iii)
Computed, not measured: a cluster of 2 separate species, C2H8N3 in total, with wB97M-V/def2-TZVPD.

The lowest unoccupied orbital energy (alpha / beta) comes out at -0.1766 / -0.1737 Eh.

The geometry in ORCA input format:
```
! RIJCOSX wB97M-V def2-TZVPD def2/J DEFGRID3
* xyz 1 1
C -1.305 -0.117 -0.377
C 0.778 0.968 -0.192
N -2.474 -0.514 0.080
N 2.025 -0.882 0.160
N -0.350 0.480 0.340
H -1.073 0.033 -1.376
H 1.456 1.689 0.489
H 1.047 1.232 -1.238
H -3.107 -0.816 -0.713
H -2.777 -0.507 1.033
H 2.855 -0.442 0.332
H 2.005 -1.276 -0.870
H -0.317 0.282 1.402
*
```

Mulliken atomic charge list, values in e, 6 entries: C 0.1903; C -0.5247; N -0.3096; N -0.5486; N -0.1295; H 0.3186

(iv)
Computed, not measured: the ion C2H8N3 with charge +1, with wB97M-V/def2-TZVPD.

The lowest unoccupied orbital energy comes out at -0.1177 Eh. As for the SMILES: CNC(N)=[NH2+].

The geometry in ORCA input format:
```
! RIJCOSX wB97M-V def2-TZVPD def2/J DEFGRID3
* xyz 1 1
C 0.447 -1.376 1.328
N -0.286 -0.875 0.153
C -0.096 0.326 -0.356
N -0.979 0.812 -1.240
N 0.840 1.176 0.099
H 0.758 -2.396 1.139
H -0.221 -1.365 2.185
H 1.298 -0.749 1.548
H -1.052 -1.435 -0.185
H -1.647 0.198 -1.682
H -0.951 1.775 -1.548
H 0.635 2.156 -0.028
H 1.806 0.995 0.311
*
```

Mulliken atomic charge list, values in e, 6 entries: C -0.7282; N -0.2107; C 0.8114; N -0.3785; N -0.4245; H 0.2895

What should be chosen as the most stable of them? Choose (iv).